DFT (the ωB97M-V functional and the def2-TZVPD basis) results for a cluster of 4 separate species, C18H37FN2O9S4 in total.

```
71
Properties=species:S:1:pos:R:3
C -1.0976 -0.8472 1.0118
C -0.3820 -1.8346 1.9249
N 0.9223 -1.3781 2.4506
C 2.0836 -1.8978 1.7332
C 2.1047 -1.7838 0.2135
N 2.6263 -0.4649 -0.2322
S 2.8942 -0.4376 -1.8379
O 4.1379 -1.0294 -2.1996
O 1.6930 -0.7484 -2.5223
F 3.1294 1.1036 -1.9770
C 1.0261 -0.0503 2.8661
C 0.0075 0.3655 3.9071
O 1.9314 0.6793 2.5146
H -2.0213 -1.2970 0.6509
H -1.3855 0.0712 1.5182
H -0.4905 -0.5963 0.1413
H -0.1796 -2.7492 1.3686
H -1.0279 -2.1268 2.7564
H 2.1864 -2.9585 1.9703
H 2.9622 -1.4015 2.1419
H 2.7222 -2.5999 -0.1593
H 1.1173 -1.8942 -0.2289
H 3.5170 -0.2727 0.2262
H 0.1108 -0.2798 4.7793
H 0.1790 1.4021 4.1804
H -1.0131 0.2502 3.5461
C -4.1977 -0.3519 -3.7191
C -4.8260 0.9907 -3.3187
C -5.5779 0.7680 -2.0033
S -4.7227 -0.5649 -1.1612
O -5.5966 -1.7055 -1.0412
O -4.0541 -0.0542 0.0140
C -3.5263 -0.8846 -2.4573
H -3.4770 -0.2384 -4.5276
H -4.9698 -1.0492 -4.0515
H -4.0441 1.7356 -3.1657
H -5.4974 1.3735 -4.0854
H -5.5449 1.6356 -1.3536
H -6.6064 0.4504 -2.1627
H -3.3110 -1.9506 -2.4699
H -2.6255 -0.3214 -2.2129
C -4.4007 6.2295 1.2898
C -3.5716 5.0101 1.7191
C -4.1983 3.7751 1.0615
S -4.9692 4.3641 -0.4540
O -6.3958 4.1780 -0.3577
O -4.2601 3.8488 -1.6008
C -4.5910 6.0977 -0.2177
H -3.9070 7.1660 1.5443
H -5.3726 6.2159 1.7874
H -2.5421 5.1290 1.3765
H -3.5465 4.9004 2.8020
H -3.4760 3.0078 0.7927
H -4.9908 3.3387 1.6662
H -5.4095 6.6854 -0.6260
H -3.6697 6.3031 -0.7622
C 8.0434 -3.1897 -0.9977
C 8.1413 -4.2599 0.0994
C 7.0067 -3.9946 1.0958
S 5.6943 -3.2096 0.1456
O 5.4964 -1.8695 0.6499
O 4.5589 -4.0945 0.0454
C 6.5754 -3.1343 -1.4060
H 8.6801 -3.4219 -1.8497
H 8.3532 -2.2201 -0.6020
H 8.0210 -5.2502 -0.3433
H 9.1083 -4.2387 0.5994
H 6.6001 -4.8976 1.5439
H 7.2952 -3.2905 1.8737
H 6.2711 -2.2260 -1.9202
H 6.2787 -4.0096 -1.9834
```

Calculated values
* structure (SMILES): CCN(CCNS(=O)(=O)F)C(C)=O.O=S1(=O)CCCC1.O=S1(=O)CCCC1.O=S1(=O)CCCC1
* net charge: 0
* electronic energy: -3187.3359 hartree
* highest occupied orbital energy: -9.01 eV
* max |F|: 0.9 eV/Å
* LUMO: 0.5 eV